No. 1
This record from the Open Molecules 2025 dataset describes a 2-piece molecular cluster, C20H18F2O2 overall. The level of theory is the ωB97M-V functional and the def2-TZVPD basis.

Each line ends with the Löwdin charge.
Atoms and positions in Å:
H1 -3.05 2.28 -0.46  0.13
C1 -2.24 -0.97 -1.10  0.06
C2 0.40 0.37 -1.00  -0.04
H2 -1.40 -1.66 -1.08  0.13
C3 1.68 0.87 -0.76  0.06
H3 6.19 -0.62 -3.26  0.13
C4 -4.42 0.79 -1.21  -0.05
H4 2.46 -0.54 2.36  0.07
O1 0.76 1.52 2.38  -0.03
H5 -5.25 1.48 -1.29  0.11
C5 4.12 1.08 -1.15  -0.01
H6 -4.00 -0.36 2.31  0.07
H7 0.28 -0.44 -1.72  0.10
H8 -0.67 1.68 0.33  0.13
F1 -3.67 -2.73 -1.80  0.04
C6 0.53 0.35 2.73  -0.52
C7 -0.75 0.86 -0.39  0.07
O2 -2.20 1.60 2.40  -0.01
C8 2.85 -0.51 -2.49  0.07
H9 4.14 1.84 -0.36  0.13
C9 2.87 0.48 -1.46  -0.19
C10 -0.77 -0.24 2.83  -0.03
C11 -2.03 0.42 2.74  -0.52
C12 1.66 -0.59 3.11  -0.04
H10 2.08 -0.25 4.06  0.08
C13 -4.60 -0.55 -1.57  0.02
F2 4.03 -1.85 -4.06  0.04
H11 1.93 -0.99 -2.78  0.12
C14 5.28 -0.30 -2.77  0.02
H12 -5.56 -0.93 -1.90  0.12
H13 -0.80 -1.27 3.20  0.08
C15 4.05 -0.87 -3.10  -0.23
C16 -3.22 -0.45 3.08  -0.04
C17 -2.06 0.39 -0.74  -0.20
H14 1.79 1.62 0.03  0.13
H15 -3.65 -0.09 4.03  0.08
H16 -2.95 -1.50 3.20  0.06
H17 6.24 1.15 -1.50  0.11
C18 -3.50 -1.40 -1.49  -0.24
H18 1.32 -1.62 3.22  0.06
C19 -3.19 1.24 -0.76  -0.01
C20 5.29 0.69 -1.78  -0.06

Properties
E_LUMO	-2.926	eV
gap between HOMO and LUMO	4.0	eV
E_tot	-1123.0150	Ha
strongest force on any atom	1.54	eV/A
energy relative to the best compared isomer or geometry (same formula, charge and spin)	20.8	kcal per mole

No. 2
This record from the Open Molecules 2025 dataset describes one molecule with the formula C5H8N2. The level of theory is the ωB97M-V functional and the def2-TZVPD basis.

Each line ends with the Löwdin charge.
Atoms and positions in Å:
H1 2.30 0.18 -0.99  0.08
C1 0.61 0.31 0.35  -0.29
N1 -1.36 -2.58 -0.37  0.15
C2 -0.67 -0.38 0.90  -0.29
H2 1.92 -1.35 -0.17  0.08
H3 -0.68 -0.60 1.97  0.14
N2 -1.46 0.82 0.55  0.00
H4 -0.45 1.30 -1.32  0.12
H5 -2.31 0.64 0.03  0.11
C3 -0.34 1.38 -0.23  -0.16
H6 0.90 -0.78 -1.50  0.08
H7 1.21 0.69 1.18  0.14
C4 -1.05 -1.61 0.19  -0.18
C5 1.48 -0.45 -0.63  -0.07
H8 -0.12 2.43 0.03  0.11

Properties
E_LUMO	0.950	eV
SMILES	C[C@H]1CN[C@H]1C#N
gap between HOMO and LUMO	10.6	eV
E_tot	-304.7875	Ha
strongest force on any atom	1.16	eV/A
energy relative to the best compared isomer or geometry (same formula, charge and spin)	30.1	kcal per mole

No. 3
This record from the Open Molecules 2025 dataset describes a 2-piece molecular cluster, C9H17FO2S overall. The level of theory is the ωB97M-V functional and the def2-TZVPD basis.

Each line ends with the Löwdin charge.
Atoms and positions in Å:
C1 1.82 -0.53 0.20  -0.18
H1 2.52 1.27 -1.03  0.14
H2 -0.18 0.07 -0.11  0.05
C2 0.38 -0.71 -0.48  -0.25
C3 -0.22 -2.07 -0.28  -0.27
H3 -1.95 -1.17 -1.22  0.03
H4 -2.01 -3.03 -1.20  0.11
H5 -2.08 0.81 0.39  0.05
H6 3.77 0.75 1.86  0.05
C4 -5.20 0.22 0.21  -0.09
C5 3.69 1.12 0.88  -0.12
H7 3.95 2.11 0.84  0.03
H8 0.32 -2.73 -1.09  0.14
H9 -5.86 2.15 -0.30  0.12
O1 -2.07 -0.90 1.65  -0.56
C6 -5.01 1.49 -0.09  -0.12
C7 -1.73 -2.02 -0.67  -0.39
H10 1.79 -0.74 1.35  0.13
H11 2.64 -1.24 -0.16  0.12
H12 -3.60 2.85 0.32  0.13
O2 -2.51 1.15 -0.42  -0.11
H13 1.74 1.70 0.54  0.07
C8 2.35 0.97 0.09  -0.25
H14 0.44 -0.43 -1.52  0.11
C9 -3.69 2.01 -0.43  -0.27
S1 -2.73 -1.90 0.88  0.89
H15 -3.64 2.42 -1.47  0.14
F1 -6.14 -0.45 0.76  0.09
H16 -0.08 -2.46 0.85  0.15
H17 4.40 0.52 0.32  0.07

Properties
E_LUMO (alpha / beta)	-0.639 / -0.225	eV
gap between HOMO and LUMO (alpha / beta)	8.4 / 8.3	eV
E_tot	-1001.4212	Ha
strongest force on any atom	5.13	eV/A

No. 4
This record from the Open Molecules 2025 dataset describes a 8-piece molecular cluster, C15H43O10 overall. The level of theory is the ωB97M-V functional and the def2-TZVPD basis.

Each line ends with the Löwdin charge.
Atoms and positions in Å:
H1 0.40 0.33 -4.72  0.11
H2 -0.61 -3.78 -2.57  0.10
H3 -5.10 -0.74 -1.34  0.07
O1 -0.69 3.44 2.18  -0.09
H4 -0.08 -4.29 -0.15  0.07
H5 -1.42 -3.87 4.30  0.07
H6 -0.28 -1.13 -1.68  0.04
C1 -0.53 -3.33 -0.44  -0.09
H7 2.45 0.74 5.71  0.10
O2 1.42 2.06 -5.33  -0.09
C2 -1.89 -3.41 3.43  -0.09
H8 3.61 0.11 -2.71  0.09
C3 0.45 1.06 4.94  -0.09
H9 -0.56 1.78 -4.80  0.11
H10 -0.04 0.39 5.66  0.06
O3 3.64 -0.20 -1.80  -0.09
H11 1.94 -0.39 4.48  0.10
H12 -1.10 5.34 -0.51  0.06
H13 -1.28 3.59 -0.71  0.05
C4 4.72 -2.26 -2.59  -0.09
H14 -0.15 -2.18 3.04  0.11
H15 3.26 -2.03 -0.94  0.12
O4 -0.61 -1.78 -2.32  -0.09
C5 -4.42 0.06 -1.63  -0.09
C6 -0.87 4.37 -0.06  -0.09
H16 -2.94 -3.30 3.68  0.07
H17 -1.41 -1.39 3.99  0.10
H18 1.62 1.27 -2.74  0.06
H19 0.92 -3.16 -2.01  0.08
H20 -1.32 -0.73 1.70  0.04
C7 1.91 0.67 4.77  -0.34
H21 4.91 -1.84 -3.58  0.07
O5 1.02 -0.20 -0.51  0.02
O6 2.51 1.44 3.76  -0.09
H22 2.19 1.15 2.88  0.04
C8 -0.17 -3.06 -1.89  -0.32
H23 -0.74 2.53 1.86  0.04
H24 2.64 -1.84 -2.56  0.10
O7 1.93 1.12 1.03  0.00
H25 0.21 4.25 -0.05  0.08
H26 -1.67 1.13 -0.35  0.04
H27 -4.93 1.02 -1.67  0.07
C9 -1.46 4.28 1.35  -0.33
H28 4.47 -3.32 -2.75  0.07
H29 -4.06 -0.17 -2.64  0.07
H30 1.01 2.33 -6.15  0.07
C10 -3.28 0.12 -0.64  -0.33
O8 -2.35 1.10 -1.04  -0.10
C11 0.67 1.69 -3.04  -0.07
C12 -1.24 -2.06 3.15  -0.34
C13 0.43 1.41 -4.51  -0.31
H31 -2.77 -0.85 -0.56  0.10
H32 -3.66 0.31 0.37  0.11
O9 -0.27 0.75 1.10  -0.05
C14 0.87 0.63 0.58  -0.72
H33 5.63 -2.20 -1.99  0.07
H34 -1.60 -3.33 -0.27  0.07
H35 0.38 2.10 5.26  0.07
H36 -0.11 1.21 -2.46  0.06
O10 -1.83 -1.52 1.98  -0.10
H37 -1.51 5.26 1.81  0.10
H38 -0.09 0.97 4.00  0.06
H39 1.98 0.05 -0.64  0.09
H40 0.67 2.76 -2.86  0.08
C15 3.51 -1.63 -1.92  -0.31
H41 -1.78 -4.07 2.57  0.06
H42 -2.49 3.88 1.27  0.10
H43 -0.08 -2.61 0.24  0.06

Properties
charge	-1
E_LUMO	2.704	eV
gap between HOMO and LUMO	9.0	eV
E_tot	-1349.7847	Ha
strongest force on any atom	2.08	eV/A
energy relative to the best compared isomer or geometry (same formula, charge and spin)	18.6	kcal per mole

No. 5
This record from the Open Molecules 2025 dataset describes C4H3CsO as an isolated structure. The level of theory is the ωB97M-V functional and the def2-TZVPD basis.

Each line ends with the Löwdin charge.
Atoms and positions in Å:
O1 -3.58 -0.22 1.32  -0.09
C1 -0.49 -2.80 1.58  -0.01
C2 -4.09 -1.32 1.08  -0.10
Cs1 -0.19 1.28 1.49  0.91
H1 -4.03 -1.69 0.04  0.09
C3 -0.82 -3.96 2.34  -0.04
H2 -4.95 -1.66 1.68  0.10
C4 -1.53 -3.65 1.25  0.03
H3 -0.63 -4.51 3.26  0.11

Properties
2S+1	2
charge	+1
E_LUMO (alpha / beta)	-3.465 / -5.133	eV
gap between HOMO and LUMO (alpha / beta)	9.6 / 8.2	eV
<S²>	0.754
E_tot	-249.1420	Ha
strongest force on any atom	3.56	eV/A

No. 6
This record from the Open Molecules 2025 dataset describes C6H21LiNO4 as an isolated structure. The level of theory is the ωB97M-V functional and the def2-TZVPD basis.

Each line ends with the Löwdin charge.
Atoms and positions in Å:
H1 4.36 16.80 -4.09  0.09
H2 2.88 15.49 0.08  0.06
H3 3.04 11.24 -4.77  0.09
H4 0.85 14.60 -3.59  0.07
H5 5.47 16.06 -5.31  0.10
H6 0.79 11.14 -2.63  0.11
C1 5.09 16.02 -4.29  -0.09
H7 5.48 11.61 -4.38  0.15
H8 4.15 14.72 0.41  0.07
H9 4.33 11.31 -2.36  0.09
O1 1.97 11.95 -1.17  -0.15
H10 0.52 10.45 -1.01  0.12
H11 1.37 15.59 -2.55  0.07
O2 4.57 14.75 -3.99  -0.22
C2 0.73 11.37 -1.57  -0.27
H12 2.76 12.99 -4.58  0.06
O3 3.42 14.75 -0.22  -0.07
Li1 3.05 13.63 -2.07  0.67
N1 4.51 12.27 -2.63  -0.01
H13 -1.42 12.02 -1.64  0.09
H14 5.98 16.25 -3.67  0.10
H15 -0.59 12.58 -0.23  0.08
H16 5.43 12.42 -2.22  0.09
H17 5.75 13.77 -5.39  0.14
O4 1.59 14.77 -3.00  -0.08
C3 5.47 13.72 -4.34  -0.20
C4 3.48 12.22 -4.87  -0.04
C5 -0.43 12.32 -1.28  -0.08
H18 6.36 13.81 -3.70  0.13
H19 3.58 12.41 -5.94  0.09
C6 4.77 12.39 -4.09  -0.41
H20 2.08 11.82 -0.22  0.10
H21 -0.22 13.25 -1.80  0.05

Properties
charge	+1
E_LUMO	-2.908	eV
gap between HOMO and LUMO	10.1	eV
E_tot	-604.3132	Ha
strongest force on any atom	1.32	eV/A
energy relative to the best compared isomer or geometry (same formula, charge and spin)	2.9	kcal per mole

No. 7
This record from the Open Molecules 2025 dataset describes one molecule with the formula C4H8O3. The level of theory is the ωB97M-V functional and the def2-TZVPD basis.

Each line ends with the Löwdin charge.
Atoms and positions in Å:
H1 1.93 1.46 1.00  0.13
O1 0.70 -0.45 -1.18  0.09
O2 0.00 -0.18 0.96  0.00
H2 -1.35 -1.76 0.81  0.12
H3 -1.88 -0.32 1.68  0.12
O3 2.90 0.95 -0.76  -0.04
H4 -1.30 0.06 -1.29  0.07
H5 2.37 0.63 -1.51  0.08
H6 -2.71 -0.92 -0.91  0.08
C1 2.16 0.59 0.37  -0.17
H7 2.72 -0.10 1.01  0.13
C2 -1.38 -0.66 0.76  -0.16
H8 -2.65 0.75 -0.32  0.08
C3 0.87 -0.09 -0.03  -0.47
C4 -2.05 -0.14 -0.52  -0.06

Properties
E_LUMO	0.836	eV
SMILES	CCOC(=O)CO
gap between HOMO and LUMO	11.3	eV
E_tot	-382.9250	Ha
strongest force on any atom	0.70	eV/A
energy relative to the best compared isomer or geometry (same formula, charge and spin)	25.0	kcal per mole

> What is the E_tot in the second record?

-304.7875 Ha